1.
The following is a DFT calculation (wB97M-V/def2-TZVPD) of a 12-piece molecular cluster, C51H84F4O18S5 overall in a non-equilibrium geometry.

E: -156141.338 eV
Highest occupied orbital energy: -9.11 eV
SMILES string: CCOS(C)(=O)=O.CCOS(C)(=O)=O.CCOS(C)(=O)=O.CCOS(C)(=O)=O.CCOS(C)(=O)=O.Fc1ccccc1.Fc1ccccc1.Fc1ccccc1.Fc1ccccc1.C1CCOC1.C1CCOC1.C1CCOC1
F_max: 0.072 Eh/bohr
Net charge: 0
Frontier orbital gap: 8.82 eV
ΔE to the lowest compared entry with this formula, charge and spin: 38.4 kcal per mole

XYZ file:
```
162
Properties=species:S:1:pos:R:3:forces:R:3
C -9.9031 -1.4108 4.5573 0.643 0.031 -0.118
C -8.4538 -1.7345 4.8440 0.801 1.355 -0.209
O -8.2192 -3.0756 5.1781 1.326 -2.330 0.860
S -6.6791 -3.4812 5.6815 0.029 -1.109 0.635
C -5.7611 -3.4800 4.0286 -0.461 0.972 1.621
O -6.2157 -2.4493 6.6220 -0.646 -1.522 -2.003
O -6.7159 -4.8849 6.1232 -0.334 2.777 -0.924
H -10.2810 -1.9351 3.6796 -0.279 -0.525 0.487
H -9.9362 -0.3714 4.2307 0.060 0.210 0.352
H -10.4357 -1.5197 5.5021 -0.555 -0.196 -0.463
H -7.8188 -1.5279 3.9824 -0.056 0.440 -0.187
H -8.1112 -1.1396 5.6906 0.036 0.295 -0.119
H -6.4121 -3.9827 3.3132 0.220 0.084 0.121
H -4.7659 -3.9095 4.1427 -0.376 -0.466 0.274
H -5.5702 -2.4265 3.8244 -0.387 0.007 -0.352
C 8.9370 2.2840 -1.3753 -1.009 -0.469 -1.206
C 8.4279 0.9574 -0.9341 -0.402 -0.401 1.889
O 7.3050 0.5027 -1.7211 -1.230 -1.119 0.182
S 6.3696 -0.6850 -1.0023 1.623 -1.296 1.653
C 5.4184 0.3484 0.2129 0.666 -0.458 -1.129
O 5.4486 -1.2815 -1.9382 0.806 1.346 0.276
O 7.2902 -1.6075 -0.3102 -1.476 1.946 -1.007
H 9.0091 2.1643 -2.4563 0.920 0.707 -0.117
H 9.8366 2.4967 -0.7976 0.034 0.239 -0.510
H 8.1369 3.0026 -1.1979 0.298 0.326 0.081
H 9.1958 0.1883 -0.8509 -0.170 -0.063 -0.279
H 8.0639 1.1890 0.0668 -0.042 -0.729 0.393
H 4.7032 0.8222 -0.4594 -0.043 0.275 0.386
H 6.1152 1.0401 0.6864 -0.155 0.042 -0.219
H 4.9259 -0.2321 0.9930 0.137 -0.351 -0.403
C -4.2466 4.8148 -1.5555 0.282 0.031 0.374
C -5.5787 4.1259 -1.2244 0.964 0.683 -0.892
O -5.3985 3.3895 -0.0294 -1.394 -0.582 2.591
S -6.7024 3.2923 1.0756 3.026 0.546 0.723
C -6.7224 5.0153 1.6774 0.151 -1.249 -0.912
O -7.8482 3.0639 0.2969 -1.551 -0.374 -0.811
O -6.3387 2.4109 2.1657 0.060 0.869 -1.551
H -3.3973 4.1344 -1.4935 -0.219 -0.396 -0.436
H -3.9346 5.5859 -0.8511 -0.561 0.226 0.237
H -4.2905 5.2891 -2.5359 0.008 -0.185 -0.069
H -6.3466 4.8978 -1.1736 -0.266 -0.215 0.229
H -5.8066 3.4438 -2.0433 -0.288 -0.068 0.116
H -5.6833 5.3446 1.6713 -0.202 0.100 0.197
H -7.1871 5.0321 2.6632 0.001 0.062 -0.241
H -7.3055 5.4738 0.8787 0.003 0.522 0.453
C 3.7950 6.2021 -0.8771 -0.215 -0.975 -0.528
C 3.7707 7.6845 -0.7905 -0.614 0.026 2.300
O 3.7053 8.2515 -2.0480 1.029 2.543 -2.491
S 4.0052 9.8816 -2.2057 1.305 0.963 -2.153
C 3.3477 10.1739 -3.8994 0.247 -1.138 0.556
O 3.2083 10.6144 -1.2488 0.772 -0.882 -0.203
O 5.4409 10.1795 -2.4210 -2.585 -1.073 1.464
H 3.7500 5.8050 0.1370 0.114 -0.122 -0.059
H 4.6859 5.8458 -1.3942 0.255 0.082 0.250
H 2.9768 5.7701 -1.4533 -0.296 0.215 0.104
H 2.8918 8.0580 -0.2650 -0.109 -0.274 0.394
H 4.6266 7.9583 -0.1737 0.331 0.555 -0.391
H 3.2474 11.2373 -4.1169 -0.136 -0.059 0.627
H 2.4255 9.6064 -4.0240 -0.035 0.285 -0.010
H 4.1148 9.7950 -4.5747 -0.086 -0.177 0.132
C -1.2506 9.1322 1.8260 0.498 -1.180 0.011
C -0.7216 8.6411 3.1666 -1.879 1.111 0.650
O 0.0037 7.4216 3.1233 0.599 -0.462 0.476
S -0.1544 6.3971 4.3792 -0.004 -2.089 -0.276
C -1.7993 5.6056 4.0155 1.570 0.929 0.330
O 0.7890 5.3153 4.1090 -0.925 1.941 0.368
O -0.1705 7.0637 5.6679 -0.044 -0.276 -1.731
H -0.4075 9.4417 1.2083 -0.346 0.202 -0.253
H -1.9980 9.9093 1.9858 0.392 0.249 0.050
H -1.7899 8.3069 1.3610 0.120 -0.026 -0.337
H -0.2144 9.4817 3.6402 0.650 -0.484 0.213
H -1.6132 8.4643 3.7682 -0.045 0.054 0.331
H -1.8337 4.8026 4.7518 -0.325 0.206 0.022
H -1.6888 5.1845 3.0162 -0.141 0.176 0.081
H -2.5727 6.3682 4.1070 -0.102 -0.356 0.037
F 1.6834 -0.1936 9.5991 0.656 0.090 0.332
C 0.9905 -0.4296 8.4953 -1.707 -0.935 -0.821
C -0.3938 -0.2823 8.5403 -1.337 1.119 -0.528
C -1.1824 -0.4644 7.4023 1.479 -0.269 -1.383
C -0.5544 -0.8478 6.2018 -1.016 -0.733 1.459
C 0.7881 -1.1541 6.2089 -0.828 0.283 -0.528
C 1.5507 -0.9657 7.3481 1.026 0.119 -0.216
H -0.9652 0.1497 9.3485 0.625 -0.169 0.712
H -2.2455 -0.3065 7.2964 -0.115 0.109 0.849
H -1.2084 -1.1730 5.4062 0.203 0.409 -0.498
H 1.1340 -1.5193 5.2532 0.817 -0.213 0.260
H 2.5933 -1.2397 7.2821 0.185 0.176 0.348
F 6.5607 -7.6916 3.7879 0.367 -0.175 0.259
C 5.4969 -6.9558 3.4705 -1.440 0.587 0.306
C 4.3066 -7.0986 4.1740 -0.235 -0.635 0.128
C 3.1362 -6.4460 3.7632 1.286 -0.104 -0.041
C 3.2345 -5.6032 2.6797 -0.135 0.375 -0.280
C 4.4568 -5.4005 2.0227 -1.403 0.613 0.053
C 5.5816 -6.0470 2.4335 1.064 -0.983 -0.149
H 4.2408 -7.7951 4.9968 0.226 -0.090 0.100
H 2.2019 -6.5989 4.2830 0.018 -0.023 0.041
H 2.3396 -5.0904 2.3594 0.026 0.147 -0.237
H 4.4762 -4.7104 1.1922 0.163 -0.011 -0.111
H 6.5248 -5.9980 1.9099 0.055 0.305 -0.113
F -1.2253 -2.5585 1.1517 0.131 0.314 -0.425
C -0.8978 -1.6227 0.2239 -0.436 1.010 -0.005
C -1.0920 -0.2656 0.5268 -0.666 -0.996 0.701
C -0.7181 0.7270 -0.3487 0.069 -0.280 0.673
C -0.1041 0.3741 -1.5210 0.074 -0.391 -1.017
C -0.0823 -0.9666 -1.9377 0.482 0.884 1.306
C -0.4610 -1.9760 -1.0277 0.609 0.165 -1.351
H -1.6128 -0.0244 1.4417 0.136 0.015 0.225
H -0.8625 1.7648 -0.0870 0.053 0.042 0.079
H 0.3501 1.1843 -2.0721 -0.104 -0.195 -0.613
H 0.3736 -1.1927 -2.8903 -0.122 -0.292 -0.020
H -0.3226 -2.9852 -1.3865 -0.231 -0.270 0.455
F 5.5032 -9.9586 -1.7271 -0.295 0.178 0.297
C 4.9901 -8.7423 -2.0286 1.815 0.363 -1.167
C 3.7830 -8.3410 -1.5449 -1.616 0.268 -0.481
C 3.2157 -7.1597 -2.0519 1.496 0.622 0.175
C 3.9807 -6.3275 -2.8856 -0.367 -0.312 0.730
C 5.2628 -6.6909 -3.2813 -0.115 -1.056 0.365
C 5.7807 -7.9392 -2.8776 -1.093 0.656 0.123
H 3.1834 -8.9774 -0.9110 0.193 -0.125 0.175
H 2.2860 -6.7603 -1.6744 -0.217 -0.339 -0.007
H 3.5963 -5.3455 -3.1184 -0.060 0.008 -0.284
H 5.8155 -6.0126 -3.9144 0.240 -0.117 0.003
H 6.7457 -8.2784 -3.2240 0.010 -0.118 0.108
C 5.1756 3.4844 -5.5670 1.106 -0.441 -1.463
C 4.5306 4.7599 -6.0266 0.972 2.013 0.154
C 3.0428 4.5546 -5.9161 0.323 -0.032 -1.270
O 2.9544 3.7220 -4.8305 -0.350 -0.890 1.636
C 4.0628 2.8054 -4.8700 -1.139 -0.099 1.889
H 6.0941 3.5936 -4.9904 -0.275 0.305 0.323
H 5.5089 2.9014 -6.4256 -0.135 -0.075 -0.216
H 4.9986 5.1753 -6.9191 -0.499 -0.162 -0.332
H 4.6557 5.5443 -5.2802 0.629 0.036 0.236
H 2.6151 4.0124 -6.7595 -0.305 0.481 -0.578
H 2.5748 5.5091 -5.6752 -0.470 -0.216 -0.368
H 3.7145 1.8734 -5.3152 0.253 -0.149 0.047
H 4.3168 2.7104 -3.8143 -0.107 -0.773 -0.007
C -5.7910 -3.8421 -1.5359 0.697 0.372 0.575
C -5.6726 -2.3195 -1.5659 0.326 0.081 1.279
C -7.1172 -1.9133 -1.7604 0.480 -0.688 -1.101
O -7.5494 -2.8711 -2.7571 -0.321 0.670 -0.419
C -6.8979 -4.1092 -2.5096 -0.207 -0.358 0.051
H -6.1094 -4.1461 -0.5388 0.305 -0.115 0.101
H -4.8860 -4.3673 -1.8414 0.062 0.041 0.342
H -4.9921 -1.9537 -2.3348 -0.399 -0.028 -0.377
H -5.2830 -1.8923 -0.6418 0.103 -0.179 0.227
H -7.1467 -0.8794 -2.1042 -0.560 -0.176 -0.398
H -7.7781 -2.0406 -0.9030 0.313 0.141 0.426
H -6.4504 -4.5578 -3.3965 -0.499 0.331 -0.487
H -7.5922 -4.8267 -2.0723 -0.278 -0.081 -0.204
C -0.5820 -8.0071 -5.5272 1.926 -0.593 0.400
C -1.5430 -8.1881 -6.6333 -1.911 -1.036 -1.830
C -2.7655 -8.8143 -5.9497 0.913 0.270 0.193
O -2.7896 -8.0602 -4.7719 -0.640 0.416 2.183
C -1.4573 -7.7845 -4.3105 0.174 0.369 -1.139
H 0.1298 -7.1817 -5.5413 -0.176 0.212 -0.770
H 0.0916 -8.8622 -5.4700 -0.272 -0.408 0.229
H -1.3090 -8.9228 -7.4036 0.818 0.475 -0.336
H -1.9460 -7.2784 -7.0785 0.494 0.176 -0.134
H -2.6461 -9.8790 -5.7494 0.312 -0.281 0.170
H -3.7079 -8.7382 -6.4921 0.034 0.481 0.058
H -1.0975 -8.3301 -3.4381 -0.583 -0.219 0.104
H -1.2787 -6.7171 -4.1808 -1.075 0.146 0.885
```
Positions in Å, forces in eV/Å.


2.
The following is a DFT calculation (wB97M-V/def2-TZVPD) of C51H88As3Ge2N2O6P2RbS2 as an isolated structure.

E: -406036.999 eV
Highest occupied orbital energy: -2.98 eV
F_max: 0.008 Eh/bohr
Net charge: -2
Frontier orbital gap: 6.52 eV
ΔE to the lowest compared entry with this formula, charge and spin: 9.5 kcal per mole

XYZ file:
```
157
Properties=species:S:1:pos:R:3:forces:R:3
Rb -0.3080 1.3326 -0.4543 0.162 -0.233 0.097
C -2.5987 2.8897 4.4134 0.010 0.003 -0.029
As -1.8182 2.5235 2.6385 -0.022 0.007 0.137
C -3.4784 2.9312 1.6798 0.016 -0.030 0.013
C -0.9943 4.2850 2.2219 0.056 0.037 -0.019
C 0.3188 4.7635 2.8740 -0.012 -0.005 0.009
C 0.5421 6.1947 2.3541 0.010 0.000 -0.004
C 1.5565 3.9460 2.4668 -0.039 -0.028 0.017
As 1.6117 1.9519 2.4511 0.070 0.059 -0.004
C 3.5725 1.9110 2.4134 -0.037 -0.007 -0.018
C 1.4275 1.4814 4.3485 -0.034 -0.022 -0.035
C 0.1416 4.7963 4.4022 0.005 -0.004 -0.014
As 1.3502 5.9510 5.4597 -0.003 -0.023 0.021
C 2.7570 4.6906 6.0007 -0.001 0.023 -0.010
C 0.3102 5.7627 7.1215 0.006 0.028 -0.010
H -3.0231 3.8951 4.4626 0.001 0.000 -0.002
H -1.8679 2.7618 5.2101 0.004 -0.002 -0.001
H -3.3927 2.1541 4.5489 0.001 -0.003 0.008
H -3.8550 3.9156 1.9676 0.006 -0.001 0.005
H -4.1916 2.1548 1.9548 -0.031 0.011 -0.025
H -3.3186 2.8762 0.6035 -0.006 0.009 -0.011
H -1.7620 5.0476 2.4003 -0.014 -0.005 0.012
H -0.8418 4.2553 1.1355 0.003 -0.006 -0.005
H 0.5180 6.1989 1.2627 -0.001 0.001 -0.004
H 1.5102 6.5870 2.6719 -0.008 0.011 -0.007
H -0.2353 6.8721 2.7218 0.000 0.010 -0.002
H 2.4086 4.2934 3.0612 0.017 0.012 0.009
H 1.7966 4.1640 1.4203 0.003 0.010 0.000
H 3.9873 2.4123 3.2906 -0.002 0.001 0.009
H 3.9065 2.4166 1.5077 0.013 0.005 -0.012
H 3.8931 0.8698 2.3948 0.020 0.007 0.016
H 1.9946 2.1526 4.9899 0.029 0.028 0.034
H 1.8195 0.4676 4.4403 -0.005 0.006 0.009
H 0.3772 1.4708 4.6432 0.002 0.005 0.007
H 0.1761 3.7895 4.8208 -0.003 -0.009 0.002
H -0.8479 5.2065 4.6324 -0.006 -0.010 -0.005
H 3.3898 4.4277 5.1547 -0.004 -0.004 -0.006
H 2.3321 3.7824 6.4251 -0.018 -0.028 -0.004
H 3.3735 5.1825 6.7548 0.010 -0.011 -0.006
H -0.6194 6.3257 7.0378 0.000 -0.001 0.004
H 0.8852 6.1625 7.9573 -0.005 -0.004 0.006
H 0.0768 4.7146 7.3147 0.003 -0.005 -0.008
C -4.6444 -2.4934 1.3741 0.024 0.017 -0.050
C -4.1229 -1.0797 1.4760 -0.016 0.102 0.000
N -3.7332 -0.5523 2.5740 -0.058 0.019 -0.011
O -3.7444 -1.3993 3.6914 0.018 -0.062 0.030
C -4.0634 -0.2566 0.2543 -0.005 -0.076 0.085
C -5.2705 -0.1421 -0.6320 0.026 -0.025 -0.006
N -2.9474 0.3499 0.0024 0.071 -0.027 -0.006
O -2.8893 1.0944 -1.0739 -0.397 0.013 -0.088
H -3.8508 -3.2190 1.5856 0.005 -0.004 -0.008
H -4.9822 -2.6882 0.3591 -0.030 0.001 0.000
H -5.4723 -2.6731 2.0660 0.005 -0.010 0.001
H -3.8239 -2.3156 3.3875 0.020 0.042 0.023
H -6.1947 -0.3150 -0.0744 0.002 -0.014 -0.006
H -5.2394 -0.8431 -1.4738 0.001 0.021 -0.023
H -5.2783 0.8610 -1.0599 -0.016 0.007 -0.006
C -0.6562 -3.7635 0.1021 -0.031 -0.004 0.040
C -1.6574 -3.0086 -0.7656 0.094 -0.046 -0.164
Ge -0.9347 -2.4117 -2.5026 -0.156 0.140 -0.055
C -2.2517 -1.2066 -3.3272 0.086 -0.043 -0.002
C -1.7008 -0.3582 -4.4717 -0.054 -0.017 0.037
C -0.4095 -3.9079 -3.6860 0.082 -0.033 0.050
C 0.9244 -3.8198 -3.8597 0.039 0.057 0.027
Ge 1.4814 -2.1881 -2.8303 0.116 -0.020 0.009
C 2.3717 -0.8223 -3.9424 -0.113 -0.112 -0.019
C 1.9056 -0.7317 -5.3929 0.020 0.018 0.025
C 2.6747 -2.6001 -1.3214 -0.096 -0.043 -0.084
C 4.0393 -3.1472 -1.7372 0.005 0.007 0.064
C 1.7560 -4.7436 -4.6652 0.023 0.042 0.017
C 1.3198 -6.0156 -5.0437 -0.032 -0.029 0.012
C 2.1213 -6.8520 -5.8033 0.023 -0.004 -0.004
C 3.3877 -6.4403 -6.2025 -0.023 0.015 0.024
C 3.8429 -5.1857 -5.8238 -0.017 -0.003 0.001
C 3.0369 -4.3540 -5.0596 -0.011 0.006 -0.011
H -1.1194 -4.1473 1.0171 0.011 -0.006 -0.001
H 0.1659 -3.1154 0.4134 -0.002 0.002 0.014
H -0.2288 -4.6151 -0.4353 0.033 -0.015 0.004
H -2.0298 -2.1161 -0.2612 -0.005 0.046 0.056
H -2.5286 -3.6335 -0.9924 -0.027 0.015 0.003
H -2.6439 -0.5545 -2.5432 -0.008 0.004 0.014
H -3.0747 -1.8434 -3.6717 -0.021 0.024 -0.007
H -0.8975 0.2951 -4.1223 -0.004 0.010 0.011
H -2.4801 0.2840 -4.8907 0.005 0.004 -0.021
H -1.3044 -0.9768 -5.2811 -0.008 -0.012 -0.009
H -1.0093 -4.6933 -4.1517 -0.005 0.002 0.003
H 3.4424 -1.0502 -3.8990 0.010 0.003 -0.003
H 2.2386 0.1427 -3.4527 -0.019 -0.026 -0.009
H 2.0380 -1.6750 -5.9297 -0.003 -0.022 -0.002
H 2.4622 0.0414 -5.9305 0.008 -0.003 -0.008
H 0.8504 -0.4677 -5.4492 0.018 0.009 0.002
H 2.1687 -3.3174 -0.6760 0.007 -0.027 0.005
H 2.7842 -1.7009 -0.7123 0.008 0.009 0.006
H 3.9450 -4.0952 -2.2723 -0.005 -0.004 -0.006
H 4.6614 -3.3296 -0.8571 0.010 -0.001 -0.002
H 4.5796 -2.4519 -2.3866 0.005 0.004 0.003
H 0.3422 -6.3562 -4.7247 0.006 0.009 0.002
H 1.7610 -7.8361 -6.0792 -0.002 -0.003 0.000
H 4.0157 -7.0969 -6.7917 0.005 -0.003 -0.004
H 4.8320 -4.8541 -6.1153 0.004 0.002 -0.002
H 3.4026 -3.3807 -4.7539 0.002 0.009 -0.009
S 4.3543 -2.6617 4.6069 0.027 0.008 0.049
P 2.9162 -3.0328 3.2943 -0.096 0.045 0.148
S 2.0993 -1.5368 2.2730 0.104 -0.173 -0.143
C 1.5590 -3.9533 4.1450 0.039 0.022 -0.010
C 0.2408 -3.5220 4.0808 -0.020 -0.007 0.026
C -0.7636 -4.2284 4.7363 0.037 0.018 -0.004
C -0.4571 -5.3791 5.4458 -0.005 0.017 -0.006
C 0.8622 -5.8163 5.5125 0.030 0.017 -0.014
C 1.8635 -5.1023 4.8731 -0.041 -0.018 0.008
C 3.4967 -4.3554 2.1492 -0.072 0.063 -0.082
C 4.8448 -4.6578 2.0142 0.020 -0.014 -0.009
C 5.2588 -5.6427 1.1235 -0.032 0.017 0.015
C 4.3265 -6.3341 0.3635 0.004 0.029 -0.010
C 2.9751 -6.0366 0.4949 -0.010 0.018 0.008
C 2.5661 -5.0540 1.3835 0.026 -0.025 -0.009
H 0.0131 -2.6217 3.5221 -0.001 0.000 -0.018
H -1.7839 -3.8650 4.6953 -0.002 -0.009 0.003
H -1.2392 -5.9312 5.9541 -0.002 -0.002 0.000
H 1.1101 -6.7109 6.0719 -0.001 -0.004 0.003
H 2.8964 -5.4233 4.9433 0.008 0.000 -0.003
H 5.5572 -4.1172 2.6258 0.006 0.000 0.003
H 6.3141 -5.8684 1.0239 0.008 0.001 -0.004
H 4.6489 -7.0952 -0.3372 0.002 -0.006 0.000
H 2.2401 -6.5642 -0.1017 0.000 -0.003 -0.003
H 1.5137 -4.8202 1.4878 -0.041 0.009 -0.029
C 4.4211 0.8345 -1.1125 -0.025 0.039 -0.025
C 4.6059 1.9682 -2.1145 0.009 0.010 -0.001
C 5.6130 1.5622 -3.1824 0.007 0.003 -0.014
C 5.0538 3.2565 -1.4319 -0.017 -0.005 -0.027
O 3.3817 2.1702 -2.8491 0.053 -0.007 0.060
P 2.0165 2.8250 -2.2706 0.031 0.074 0.001
O 0.8922 2.1161 -2.9491 0.006 -0.039 -0.123
O 2.0341 2.8898 -0.7830 0.115 0.095 0.148
O 2.1240 4.3595 -2.7889 0.019 0.001 -0.108
C 1.7956 4.7864 -4.1225 -0.015 0.026 -0.010
C 0.2784 4.8619 -4.2646 0.017 -0.018 0.020
C 2.3905 3.8649 -5.1850 0.005 0.004 0.039
C 2.4111 6.1755 -4.2337 0.006 0.003 0.003
H 5.3474 0.6484 -0.5642 0.005 0.009 -0.002
H 4.1421 -0.0815 -1.6359 -0.004 0.003 -0.006
H 3.6380 1.0832 -0.3993 -0.014 -0.010 0.021
H 6.5796 1.3360 -2.7273 0.004 0.001 -0.001
H 5.7411 2.3694 -3.9067 0.006 -0.004 -0.004
H 5.2543 0.6764 -3.7089 0.005 -0.003 -0.008
H 6.0199 3.1010 -0.9465 0.007 -0.010 0.004
H 4.3226 3.5629 -0.6862 -0.004 0.014 0.012
H 5.1558 4.0540 -2.1717 -0.008 0.007 0.008
H -0.1491 3.8686 -4.1380 -0.020 0.008 0.005
H 0.0062 5.2548 -5.2476 0.012 0.005 -0.013
H -0.1307 5.5229 -3.4979 -0.007 -0.006 0.004
H 1.9591 2.8673 -5.1094 0.004 -0.010 -0.009
H 3.4713 3.7861 -5.0597 -0.003 -0.007 0.000
H 2.1773 4.2718 -6.1765 -0.009 0.006 -0.006
H 2.0123 6.8220 -3.4507 0.002 0.003 0.001
H 2.1867 6.6171 -5.2073 0.001 0.003 -0.002
H 3.4941 6.1145 -4.1128 0.000 0.007 -0.002
```
Positions in Å, forces in eV/Å.


Q: Which of these has the lowest E?
A: C51H88As3Ge2N2O6P2RbS2


Q: Among the records above, which one has the lowest highest occupied orbital energy?
A: C51H84F4O18S5


Q: Among the records above, which one has the highest highest occupied orbital energy?
A: C51H88As3Ge2N2O6P2RbS2


Q: Which of these has the highest highest occupied orbital energy?
A: C51H88As3Ge2N2O6P2RbS2